# 1
Below is a 11-piece molecular cluster, H22O11 overall in a non-equilibrium geometry, with properties calculated with ωB97M-V with the def2-TZVPD basis set.

Structure (XYZ):
```
33
H22O11 (ωB97M-V with the def2-TZVPD basis set)
O -10.0388 0.6443 -13.6546
H -9.5072 0.2316 -14.3499
H -10.3821 1.3730 -14.1964
O -10.8356 -0.5737 -10.3624
H -10.6332 0.3144 -10.2204
H -10.2973 -1.0151 -9.7216
O -8.3142 -1.3320 -12.2196
H -7.7353 -0.6534 -11.8272
H -9.1851 -1.2337 -11.8803
O -8.4226 -0.8516 -15.4088
H -7.7085 -1.3057 -15.8245
H -9.0131 -1.5725 -15.0981
O -10.8447 -3.5199 -9.5395
H -10.6950 -3.3575 -10.4837
H -10.0047 -3.5019 -9.1323
O -8.1897 -4.4735 -10.5887
H -7.7622 -3.5906 -10.4574
H -8.3970 -4.6302 -9.6640
O -7.5267 -3.3210 -14.2920
H -7.6503 -2.5496 -13.7484
H -6.5846 -3.4523 -14.0372
O -11.4397 -2.8494 -12.3919
H -12.3399 -2.8544 -12.7884
H -10.8881 -3.6080 -12.6212
O -6.9192 0.3814 -10.2228
H -6.7014 0.9644 -9.5194
H -7.8271 0.4374 -10.0637
O -5.1513 -1.5498 -13.2714
H -5.3187 -1.0433 -12.5080
H -4.3444 -1.1735 -13.5603
O -7.5430 2.4511 -11.9639
H -7.4917 1.8662 -12.6936
H -6.8938 2.0958 -11.3556
```

SMILES ... O.O.O.O.O.O.O.O.O.O.O
Kohn-Sham gap ... 10.466 eV
Energy above the lowest of the compared OMol25 structures with the same formula, charge and spin ... 247.3 kJ/mol
Highest occupied orbital energy ... -10.7 eV

Now the natural (NBO) charges, all in e: number 1, O, carries -0.956; number 2, H, carries 0.487; number 3, H, carries 0.459; number 4, O, carries -0.915; number 5, H, carries 0.459; number 6, H, carries 0.459; number 7, O, carries -0.982; number 8, H, carries 0.477; number 9, H, carries 0.503; number 10, O, carries -0.970; number 11, H, carries 0.493; number 12, H, carries 0.488; number 13, O, carries -0.942; number 14, H, carries 0.494; number 15, H, carries 0.442; number 16, O, carries -0.918; number 17, H, carries 0.467; number 18, H, carries 0.452; number 19, O, carries -0.972; number 20, H, carries 0.489; number 21, H, carries 0.476; number 22, O, carries -0.975; number 23, H, carries 0.494; number 24, H, carries 0.487; number 25, O, carries -0.938; number 26, H, carries 0.475; number 27, H, carries 0.471; number 28, O, carries -0.932; number 29, H, carries 0.465; number 30, H, carries 0.468; number 31, O, carries -0.943; number 32, H, carries 0.472; number 33, H, carries 0.463


# 2
Below is a 2-piece molecular cluster, C4H12N2O2 overall in a non-equilibrium geometry, with properties calculated with ωB97M-V with the def2-TZVPD basis set.

Structure (XYZ):
```
20
C4H12N2O2 (ωB97M-V with the def2-TZVPD basis set)
C 0.1748 -1.7893 -0.2168
C 0.9913 -1.0038 0.7763
C 0.1760 0.1396 1.3464
C -0.2696 1.1165 0.2494
N 0.6679 1.9783 -0.2420
O -1.3964 1.1433 -0.1955
N 1.4079 -1.8880 1.9284
H -0.8462 -2.0828 0.0916
H 0.6225 -2.7572 -0.5349
H 0.1286 -1.3403 -1.2061
H 2.0091 -0.7886 0.4048
H -0.6587 -0.2337 1.9408
H 0.5256 0.7876 2.1673
H 0.3135 2.5974 -0.9542
H 1.5161 2.3297 0.1593
H 0.7755 -2.6824 1.9991
H 2.2690 -2.3325 1.6265
H -1.7293 0.7428 -1.9931
H -1.1808 -0.1617 -3.1177
O -1.6952 0.6362 -2.9641
```

SMILES ... C[C@H](N)CC(N)=O.O
Kohn-Sham gap ... 10.554 eV
Energy above the lowest of the compared OMol25 structures with the same formula, charge and spin ... 125.5 kJ/mol
Highest occupied orbital energy ... -9.8 eV

Now the natural (NBO) charges, all in e: number 1, C, carries -0.646; number 2, C, carries -0.062; number 3, C, carries -0.519; number 4, C, carries 0.699; number 5, N, carries -0.832; number 6, O, carries -0.643; number 7, N, carries -0.820; number 8, H, carries 0.224; number 9, H, carries 0.217; number 10, H, carries 0.216; number 11, H, carries 0.202; number 12, H, carries 0.241; number 13, H, carries 0.238; number 14, H, carries 0.402; number 15, H, carries 0.401; number 16, H, carries 0.347; number 17, H, carries 0.348; number 18, H, carries 0.495; number 19, H, carries 0.457; number 20, O, carries -0.964